{"formula": "C27H59NO24P3S", "method": "ωB97M-V/def2-TZVPD", "charge": 1, "e_homo_ev": -11.949, "gap_ev": 9.15, "species": ["C", "C", "C", "C", "O", "C", "C", "N", "P", "S", "P", "O", "O", "O", "C", "C", "O", "C", "P", "O", "H", "H", "H", "H", "H", "H", "H", "H", "H", "H", "H", "H", "H", "H", "H", "H", "H", "H", "H", "H", "H", "H", "H", "C", "O", "C", "O", "O", "C", "H", "H", "H", "H", "H", "H", "C", "O", "C", "O", "O", "C", "H", "H", "H", "H", "H", "H", "C", "O", "C", "O", "O", "C", "H", "H", "H", "H", "H", "H", "C", "O", "C", "O", "O", "C", "H", "H", "H", "H", "H", "H", "C", "O", "C", "O", "O", "C", "H", "H", "H", "H", "H", "H", "C", "O", "C", "O", "O", "C", "H", "H", "H", "H", "H", "H"], "xyz": [[2.9387, 0.3073, -2.8455], [2.8265, -1.1868, -2.5323], [1.6717, -1.8750, -3.2654], [0.3072, -1.1922, -3.1026], [-0.1995, -0.9133, -4.4172], [-1.2645, 0.0113, -4.3410], [-2.4451, -0.4962, -3.5297], [-2.0655, -1.1951, -2.2116], [-3.5786, -2.2134, -1.7195], [-3.7897, -2.6251, 0.1232], [-1.8993, 0.1484, -1.0137], [-1.0953, 1.2328, -1.5641], [-3.4216, 0.5603, -0.8131], [-1.4272, -0.4581, 0.3412], [-0.7842, -2.0592, -2.4398], [-0.3347, -2.7768, -1.1726], [0.5695, -1.9547, -0.4767], [1.0855, -2.5886, 0.6881], [-1.1375, -3.4478, -3.6819], [-1.6441, -4.6558, -2.9946], [2.2328, 0.8886, -2.2448], [2.7150, 0.5099, -3.8942], [3.9279, 0.6856, -2.5966], [2.7812, -1.3534, -1.4581], [3.7408, -1.6747, -2.8797], [1.6543, -2.9301, -2.9856], [1.9001, -1.8449, -4.3329], [0.4482, -0.2539, -2.5625], [-1.6357, 0.1820, -5.3529], [-0.9002, 0.9620, -3.9508], [-3.0850, 0.3564, -3.3124], [-3.0632, -1.1850, -4.1016], [-3.4941, -3.3008, -2.5991], [-4.5376, -1.3420, -2.2466], [-3.5868, 1.3952, -1.2823], [-1.3322, 0.2847, 0.9734], [0.1521, -3.7117, -1.4753], [-1.1791, -3.0729, -0.5429], [2.1467, -2.3501, 0.7715], [0.9866, -3.6746, 0.6364], [0.5868, -2.2356, 1.5933], [0.0610, -3.6204, -4.3764], [-2.0481, -2.9408, -4.6196], [-0.4008, 2.2275, 5.8186], [-0.4990, 1.8985, 4.4217], [0.5297, 1.2096, 3.9467], [1.4962, 0.8420, 4.5564], [0.3144, 0.9815, 2.6417], [1.3551, 0.2481, 1.9843], [-1.3022, 2.7836, 6.0541], [-0.3510, 1.3214, 6.4179], [0.4776, 2.8422, 6.0007], [1.4669, -0.7414, 2.4241], [2.3049, 0.7776, 2.0096], [1.0226, 0.1555, 0.9527], [-2.7596, -0.1680, -8.9736], [-4.0900, 0.3007, -9.1984], [-4.8489, 0.4003, -8.1135], [-4.5071, 0.1296, -6.9843], [-6.0427, 0.8441, -8.4765], [-6.9861, 1.0034, -7.4114], [-2.2854, -0.1914, -9.9493], [-2.2199, 0.5135, -8.3175], [-2.7734, -1.1687, -8.5443], [-6.6229, 1.7288, -6.6859], [-7.1744, 0.0493, -6.9230], [-7.8959, 1.3679, -7.8766], [8.7287, -0.1579, 5.1493], [7.5177, -0.9235, 5.1479], [6.4189, -0.2133, 5.3954], [6.3751, 0.9725, 5.5993], [5.3726, -1.0391, 5.3763], [4.1160, -0.4015, 5.6392], [9.5300, -0.8593, 4.9380], [8.6981, 0.6100, 4.3788], [8.8902, 0.3026, 6.1216], [3.9065, 0.3603, 4.8954], [4.1157, 0.0437, 6.6324], [3.3649, -1.1832, 5.5840], [12.8897, 2.5276, 4.7826], [12.5259, 1.1430, 4.7479], [13.2709, 0.3993, 3.9303], [14.1812, 0.7933, 3.2506], [12.8297, -0.8581, 3.9943], [13.5517, -1.7758, 3.1656], [12.2032, 2.9957, 5.4815], [13.9137, 2.6450, 5.1309], [12.7825, 2.9760, 3.7968], [14.5987, -1.8135, 3.4593], [13.4753, -1.4876, 2.1190], [13.0863, -2.7442, 3.3215], [-6.7249, -0.2065, 0.4394], [-7.4867, -1.3691, 0.7721], [-8.7649, -1.1175, 1.0784], [-9.2827, -0.0325, 1.0721], [-9.3532, -2.2699, 1.3827], [-10.7373, -2.1516, 1.7376], [-5.7294, -0.5811, 0.2097], [-7.1535, 0.2984, -0.4265], [-6.6807, 0.4923, 1.2728], [-11.3091, -1.7379, 0.9095], [-10.8525, -1.5200, 2.6159], [-11.0729, -3.1602, 1.9564], [-3.3045, 2.8765, 2.1304], [-3.8617, 4.1603, 1.8591], [-5.1632, 4.1188, 1.5519], [-5.8145, 3.1107, 1.4322], [-5.5985, 5.3590, 1.3884], [-6.9925, 5.4650, 1.0637], [-2.2475, 3.0325, 2.3327], [-3.7751, 2.4227, 3.0007], [-3.4317, 2.2229, 1.2662], [-7.6016, 5.0419, 1.8593], [-7.2055, 4.9550, 0.1266], [-7.1912, 6.5271, 0.9652]], "mulliken_charge": [-1.198, -0.414, -1.397, 0.580, -0.506, -0.914, -0.922, 0.448, 0.358, -0.189, 0.537, -0.845, -0.147, -0.249, 0.843, -2.025, 0.406, -1.150, 0.461, -0.758, 0.287, 0.282, 0.430, -0.101, 0.492, 0.402, 0.598, 0.122, 0.501, 0.394, 0.388, 0.776, 0.202, 0.124, 0.315, 0.296, 0.999, 0.351, 0.293, 0.404, 0.324, 0.185, 0.116, -0.670, -0.232, 0.654, -0.555, -0.150, -0.363, 0.207, 0.310, 0.312, 0.210, 0.432, -0.214, -0.603, -0.309, 0.830, -0.540, -0.325, -0.614, 0.239, 0.259, 0.278, 0.284, 0.285, 0.220, -0.608, -0.308, 0.749, -0.540, -0.341, -0.555, 0.215, 0.285, 0.299, 0.262, 0.313, 0.235, -0.654, -0.268, 0.755, -0.540, -0.271, -0.647, 0.212, 0.300, 0.309, 0.297, 0.303, 0.208, -0.299, -0.205, 0.706, -0.537, -0.325, -0.630, -0.202, 0.284, 0.330, 0.294, 0.299, 0.219, -0.100, -0.337, 0.792, -0.545, -0.342, -0.626, 0.270, 0.316, -0.223, 0.303, 0.289, 0.216]}

---

{"formula": "C2H8NOS", "method": "ωB97M-V/def2-TZVPD", "charge": -1, "e_homo_ev": -2.260, "de_lowest_kcal_mol": 47.9, "gap_ev": 5.12, "species": ["C", "C", "S", "N", "H", "H", "H", "H", "H", "H", "H", "H", "O"], "xyz": [[1.6158, -0.7589, 1.8660], [0.9621, -1.9013, 1.0570], [-0.0170, -1.1306, -0.2121], [0.6248, -0.0822, 2.7504], [2.1876, -0.1151, 1.0432], [2.5397, -0.9458, 2.6733], [0.2285, -2.5277, 1.5826], [1.7884, -2.5535, 0.6430], [-0.2157, -0.5942, 2.7841], [0.3060, 0.8717, 2.2221], [-2.1776, 3.3898, -4.5636], [-3.0038, 4.4976, -5.0854], [-2.6528, 4.0754, -4.3372]], "mulliken_charge": [-0.392, -0.594, -0.688, -0.669, 0.180, 0.188, 0.215, 0.215, 0.282, 0.263, 0.286, 0.302, -0.587]}